The molecule H4NO2PS, computed with ωB97M-V/def2-TZVPD.

**HOMO**: -10.4329 eV

Structure (ORCA input):
```
! RIJCOSX wB97M-V def2-TZVPD def2/J DEFGRID3
* xyz 0 1
N -0.6359 -0.5321 0.7977
S -0.4111 0.4444 -0.5503
O -1.1326 1.6604 -0.3842
O -0.6853 -0.2976 -1.7272
P 1.7440 0.7884 -0.4466
H -1.3020 -0.2259 1.5603
H -0.7168 -1.5562 0.8196
H 1.5906 -0.4899 -1.0160
H 1.5491 0.2085 0.9466
*
```

Population analysis type Löwdin, resulting atomic charges in e:
1 N -0.183
2 S 0.262
3 O -0.365
4 O -0.374
5 P 0.707
6 H 0.097
7 H 0.077
8 H -0.143
9 H -0.078


The ion H4NO2SSi with charge -1, computed with ωB97M-V/def2-TZVPD.

**HOMO**: -2.2117 eV

Structure (ORCA input):
```
! RIJCOSX wB97M-V def2-TZVPD def2/J DEFGRID3
* xyz -1 1
N -1.3618 0.8393 -0.3510
Si -0.5070 -0.6217 0.0718
O 0.9866 -0.3667 0.5367
S 2.3467 0.2671 -0.4573
O 3.8064 0.1939 0.3755
H -2.3630 0.7792 -0.4607
H -1.1371 1.6597 0.1920
H -1.0831 -1.3194 1.2398
H -0.6876 -1.4314 -1.1470
*
```

Population analysis type Löwdin, resulting atomic charges in e:
1 N -0.133
2 Si 0.214
3 O -0.723
4 S 0.595
5 O -0.844
6 H -0.006
7 H 0.008
8 H -0.059
9 H -0.052


The ion H4NO2SSi with charge -1, computed with ωB97M-V/def2-TZVPD.

**HOMO**: -4.3697 eV

Structure (ORCA input):
```
! RIJCOSX wB97M-V def2-TZVPD def2/J DEFGRID3
* xyz -1 1
N -0.0987 -1.8480 -1.0025
O 0.7182 0.3880 0.7444
O 1.3462 -2.3016 0.9210
Si -0.4315 1.3804 0.4213
S 1.1499 -1.4545 -0.2223
H -0.3144 -1.3147 -1.8417
H -1.3456 0.7306 -0.5198
H -1.0051 1.7948 1.8972
H -0.0190 2.6249 -0.3976
*
```

Population analysis type Löwdin, resulting atomic charges in e:
1 N -0.364
2 O -0.687
3 O -0.530
4 Si 0.232
5 S 0.675
6 H -0.040
7 H -0.111
8 H -0.069
9 H -0.108


A cluster of 2 separate species, H4NO2SSi in total, computed with ωB97M-V/def2-TZVPD.

**HOMO (spin up / spin down)**: -4.3826 / -4.3829 eV

Structure (ORCA input):
```
! RIJCOSX wB97M-V def2-TZVPD def2/J DEFGRID3
* xyz -1 1
N -2.8342 0.8795 0.6687
O 1.9637 -0.3174 1.5254
O -1.9749 1.9850 -1.4124
Si 1.5551 0.0626 0.1327
S -1.6481 1.6548 -0.0478
H -2.3147 0.7954 1.5884
H 1.9082 1.3611 -0.4498
H 1.8653 -0.9809 -0.8084
H -0.0975 0.4861 0.1568
*
```

Population analysis type Löwdin, resulting atomic charges in e:
1 N -0.357
2 O -0.566
3 O -0.544
4 Si 0.192
5 S 0.672
6 H -0.031
7 H -0.108
8 H -0.109
9 H -0.149


A cluster of 2 separate species, H4NP in total, computed with ωB97M-V/def2-TZVPD.

**HOMO (spin up / spin down)**: -9.4896 / -9.4925 eV

Structure (ORCA input):
```
! RIJCOSX wB97M-V def2-TZVPD def2/J DEFGRID3
* xyz 0 1
N 0.5550 -1.5043 0.2557
P 0.3989 -0.0310 -0.0237
H -1.2978 -2.0080 0.1301
H 0.1177 0.9856 1.0244
H -0.3518 0.3482 -1.1830
H 1.5583 0.6282 -0.3633
*
```

Population analysis type Löwdin, resulting atomic charges in e:
1 N -0.446
2 P 0.399
3 H 0.200
4 H -0.039
5 H -0.048
6 H -0.066


A cluster of 2 separate species, H4NPS2 in total, computed with ωB97M-V/def2-TZVPD.

**HOMO**: -9.2261 eV

Structure (ORCA input):
```
! RIJCOSX wB97M-V def2-TZVPD def2/J DEFGRID3
* xyz 0 1
H -1.0950 -2.1469 0.1890
N -0.8267 -1.2378 -0.0749
P -1.3327 -0.3164 1.0780
S -0.9739 1.5502 0.1266
H -1.0825 2.0976 1.3586
S 2.2998 -0.1134 0.0645
H 1.5346 -1.1732 -0.0117
H 1.1520 0.7356 -0.0831
*
```

Population analysis type Löwdin, resulting atomic charges in e:
1 H -0.075
2 N -0.403
3 P 0.508
4 S 0.330
5 H -0.198
6 S 0.413
7 H -0.293
8 H -0.281


A cluster of 2 separate species, H4O2 in total, computed with ωB97M-V/def2-TZVPD.

**HOMO (spin up / spin down)**: 1.1915 / -6.1521 eV

Structure (ORCA input):
```
! RIJCOSX wB97M-V def2-TZVPD def2/J DEFGRID3
* xyz -1 2
H 0.1324 -1.3634 -1.1895
H 1.2119 -0.2781 -0.8421
O 0.8249 -0.8031 -1.5499
H -0.4720 1.5503 0.9814
H -1.3038 0.2924 1.4049
O -0.3935 0.6019 1.1952
*
```

Population analysis type Löwdin, resulting atomic charges in e:
1 H -0.021
2 H -0.022
3 O -0.248
4 H -0.105
5 H -0.107
6 O -0.498


A cluster of 2 separate species, H4O2 in total, computed with ωB97M-V/def2-TZVPD.

**HOMO**: -11.0671 eV

Structure (ORCA input):
```
! RIJCOSX wB97M-V def2-TZVPD def2/J DEFGRID3
* xyz 0 1
O 1.0904 -0.0992 1.3246
H 1.0122 -0.5830 0.5019
H 0.2638 -0.4181 1.7911
O -0.9329 0.1431 -1.1925
H -1.0598 -0.2645 -2.0363
H -1.4759 0.9145 -1.3133
*
```

Population analysis type Löwdin, resulting atomic charges in e:
1 O -0.088
2 H 0.005
3 H 0.063
4 O -0.033
5 H 0.023
6 H 0.031


Quick rundown of energy relative to the best compared isomer or geometry (same formula, charge and spin), same order as above: 422.1; 31.4; 96.1; 187.8; 516.3; 126.3; 22.2; 21.9 kJ/mol